1.
Density functional theory data (ωB97M-V/def2-TZVPD) for a molecular structure, C22H25Cl2NO3P2Tl at a distorted geometry.

Calculated values
- total charge = +1
- gap between HOMO and LUMO (alpha / beta) (eV) = 5.141 / 6.299
- HOMO (alpha / beta) (eV) = -10.839 / -11.290

CARTESIAN COORDINATES (ANGSTROEM)
1 C -1.51334 -3.98522 -0.70153
2 C -0.67373 -2.88282 -0.62739
3 C -1.00093 -1.69853 -1.37540
4 C -2.19654 -1.68321 -2.12941
5 C -3.07099 -2.77328 -2.10205
6 C -2.71722 -3.93102 -1.41140
7 C -2.48512 -0.52158 -3.05046
8 C -1.38860 0.50582 -3.11454
9 C -0.23265 0.34367 -2.31539
10 C 0.88117 1.22914 -2.52242
11 C 0.79501 2.21188 -3.49632
12 C -0.38623 2.40358 -4.22741
13 C -1.47871 1.56055 -4.02214
14 H -1.22444 -4.89609 -0.17320
15 H -4.01988 -2.70913 -2.64039
16 H -3.36548 -4.80319 -1.43717
17 H -2.57957 -0.94193 -4.05881
18 H 1.66113 2.85272 -3.66941
19 H -0.43503 3.19380 -4.97152
20 H -2.41003 1.70551 -4.58096
21 N -0.17189 -0.60850 -1.33304
22 Tl -0.50549 0.64617 1.10646
23 C 0.60047 -2.92434 0.19715
24 H 1.47338 -2.59022 -0.39126
25 H 0.76973 -3.94038 0.58627
26 C 2.14490 1.04951 -1.70681
27 H 2.49932 0.00375 -1.73238
28 H 2.93344 1.73099 -2.05989
29 P 0.45805 -1.80939 1.64611
30 P 1.82153 1.47249 0.04358
31 C 1.58893 3.27822 0.02077
32 H 1.22378 3.59872 1.00687
33 H 2.55116 3.76200 -0.19628
34 H 0.85395 3.56551 -0.74180
35 C 3.31961 1.16290 1.01089
36 H 4.08570 1.91003 0.76290
37 H 3.03604 1.24128 2.07228
38 H 3.68882 0.14739 0.81199
39 C -0.86642 -2.56880 2.63801
40 H -0.52763 -3.52899 3.05197
41 H -1.12271 -1.87788 3.45483
42 H -1.76145 -2.72979 2.02284
43 C 1.95116 -1.94500 2.66341
44 H 1.90802 -1.16901 3.44700
45 H 1.99723 -2.94370 3.11977
46 H 2.83840 -1.77304 2.03889
47 C -1.91698 3.48006 1.02471
48 O -2.60187 4.38929 1.00058
49 H -3.45462 -0.08082 -2.86534
50 Cl -0.31191 3.95444 3.68536
51 C -0.55520 2.37855 4.47976
52 Cl -2.06923 1.57978 3.92744
53 C 0.60583 1.36654 4.17699
54 O 0.92526 0.63930 5.12172
55 O 1.05628 1.40801 2.97494
56 H -0.62441 2.54423 5.56061

***

2.
Density functional theory data (ωB97M-V/def2-TZVPD) for 12 unconnected molecules or ions with the total composition C60H153N9O24 at a distorted geometry.

Calculated values
- total charge = 0
- SMILES = COCCNCCOC.COCCNCCOC.COCCNCCOC.COCCNCCOC.COCCNCCOC.COCCNCCOC.COCCNCCOC.COCCNCCOC.COCCNCCOC.OCCO.OCCO.OCCO
- energy above the lowest of the compared OMol25 structures with the same formula, charge and spin (kcal/mol) = 23.5
- gap between HOMO and LUMO (eV) = 8.736
- HOMO (eV) = -8.201

CARTESIAN COORDINATES (ANGSTROEM)
1 C -0.80177 7.13343 0.59416
2 O -1.76605 6.08587 0.24898
3 C -2.86991 6.54099 -0.44600
4 C -3.68600 5.30618 -0.94186
5 N -4.16775 4.51796 0.17807
6 C -4.70798 3.23443 -0.36107
7 C -5.30074 2.28131 0.67088
8 O -6.51721 2.84553 1.16640
9 C -6.91921 2.47606 2.50034
10 H -0.42247 7.58502 -0.32251
11 H 0.08725 6.67688 1.02926
12 H -1.18686 7.92506 1.23692
13 H -2.49136 7.07613 -1.31688
14 H -3.43418 7.26972 0.13592
15 H -3.08387 4.80400 -1.69906
16 H -4.49746 5.77532 -1.49823
17 H -3.41542 4.34111 0.82831
18 H -4.05630 2.68859 -1.04331
19 H -5.56828 3.55438 -0.94898
20 H -4.51961 1.98791 1.37220
21 H -5.62965 1.29432 0.34565
22 H -6.22091 2.98536 3.16449
23 H -6.93958 1.39813 2.66080
24 H -7.91202 2.89305 2.66925
25 C 3.35213 4.51312 -5.45714
26 O 1.94745 4.83112 -5.22496
27 C 1.18208 3.66985 -4.90094
28 C -0.16981 4.15197 -4.27138
29 N -1.06603 4.72205 -5.31430
30 C -1.67491 3.66779 -6.09681
31 C -2.36388 4.26297 -7.34920
32 O -1.43251 4.86394 -8.28229
33 C -1.92279 4.92219 -9.60816
34 H 3.82205 5.47833 -5.64596
35 H 3.32788 3.90201 -6.35939
36 H 3.74620 4.00305 -4.57816
37 H 1.73645 3.05808 -4.18924
38 H 1.13829 3.06490 -5.80660
39 H 0.05232 4.96726 -3.58287
40 H -0.69855 3.40695 -3.67684
41 H -0.61560 5.39601 -5.91677
42 H -2.39727 3.03388 -5.58256
43 H -0.91229 2.96771 -6.43800
44 H -3.18633 4.91180 -7.04808
45 H -2.86804 3.40217 -7.78846
46 H -2.84771 5.49862 -9.62685
47 H -2.27807 3.93371 -9.89936
48 H -1.20439 5.39044 -10.28104
49 C 5.59413 1.75805 -2.03354
50 O 5.10881 1.47798 -3.35116
51 C 5.92034 1.76812 -4.46093
52 C 5.32463 1.27423 -5.78126
53 N 4.88369 -0.09040 -5.62893
54 C 3.79448 -0.28878 -6.59258
55 C 2.51224 0.22189 -5.97844
56 O 2.28283 -0.63586 -4.84350
57 C 1.06812 -0.42980 -4.04776
58 H 6.39622 1.06958 -1.76755
59 H 4.87578 1.52783 -1.24674
60 H 5.84430 2.81223 -1.91418
61 H 6.91301 1.33110 -4.35273
62 H 6.03703 2.85180 -4.44929
63 H 6.16378 1.38529 -6.46798
64 H 4.58322 1.99990 -6.11561
65 H 4.47032 -0.20422 -4.71445
66 H 3.68306 -1.32681 -6.90592
67 H 4.03319 0.20167 -7.53627
68 H 1.73697 0.13383 -6.73955
69 H 2.57749 1.24473 -5.60746
70 H 0.18862 -0.69548 -4.63426
71 H 0.95523 0.58151 -3.65713
72 H 0.92757 -1.07360 -3.17951
73 C 3.23441 -8.65716 -0.26540
74 O 1.79488 -8.71117 -0.13945
75 C 1.17052 -9.50128 -1.15690
76 C -0.30484 -9.23474 -1.21357
77 N -0.48685 -7.81205 -1.61838
78 C -1.85147 -7.42193 -1.31634
79 C -2.08401 -5.91966 -1.56678
80 O -1.31707 -5.18510 -0.57968
81 C -1.39670 -3.80304 -0.83652
82 H 3.48124 -7.89525 0.47398
83 H 3.59023 -8.30547 -1.23381
84 H 3.73597 -9.58267 0.01740
85 H 1.33036 -10.57269 -1.03586
86 H 1.62647 -9.33665 -2.13318
87 H -0.79785 -9.42715 -0.26068
88 H -0.79461 -9.92501 -1.90043
89 H 0.13766 -7.26763 -1.04072
90 H -2.13034 -7.77511 -0.32356
91 H -2.54552 -8.00125 -1.92525
92 H -3.14840 -5.69701 -1.49193
93 H -1.82908 -5.77867 -2.61713
94 H -2.06364 -3.22057 -0.20090
95 H -1.66978 -3.63493 -1.87827
96 H -0.39948 -3.38697 -0.69318
97 C 4.71832 5.94030 -2.08756
98 O 5.58461 5.52862 -1.11692
99 C 4.96139 4.94128 0.00926
100 C 6.03470 4.69768 1.08642
101 N 5.37735 4.02159 2.20091
102 C 5.30858 2.57061 1.95700
103 C 4.86021 1.80713 3.20090
104 O 3.39391 1.71465 3.26381
105 C 2.77763 2.88950 3.78690
106 H 4.05359 5.27503 -2.63859
107 H 5.30180 6.33740 -2.91820
108 H 4.06473 6.73069 -1.71850
109 H 4.48125 4.00507 -0.27550
110 H 4.26609 5.56946 0.56609
111 H 6.34186 5.69357 1.40575
112 H 6.87424 4.14754 0.66143
113 H 5.71931 4.28778 3.11323
114 H 6.26078 2.16457 1.61558
115 H 4.64307 2.43820 1.10397
116 H 5.37497 2.20208 4.07677
117 H 5.19006 0.77121 3.12231
118 H 2.88857 3.74553 3.12132
119 H 3.03344 3.13865 4.81675
120 H 1.70741 2.68321 3.77353
121 C 3.70689 -0.38509 6.78606
122 O 2.31517 -0.26981 6.40577
123 C 1.88573 -1.45930 5.77953
124 C 1.75934 -2.78694 6.66566
125 N 1.44175 -3.94541 5.78917
126 C 0.10239 -3.85338 5.20606
127 C -0.05992 -4.96455 4.18021
128 O 0.72977 -4.65984 3.00067
129 C 0.62973 -5.62724 1.99785
130 H 3.92739 -0.80002 7.76959
131 H 4.02125 0.65725 6.83905
132 H 4.37174 -0.84983 6.05799
133 H 2.48032 -1.60504 4.87768
134 H 0.86358 -1.24762 5.46570
135 H 1.00518 -2.64927 7.44051
136 H 2.73605 -3.02796 7.08525
137 H 1.43984 -4.71939 6.43806
138 H -0.11771 -2.94522 4.64489
139 H -0.72601 -3.85612 5.91446
140 H -1.07901 -5.09195 3.81504
141 H 0.23977 -5.89495 4.66252
142 H 0.93711 -6.62551 2.30940
143 H 1.28182 -5.37592 1.16135
144 H -0.37760 -5.71065 1.58991
145 C -4.05184 -2.32969 -6.29547
146 O -4.07291 -1.54572 -5.12570
147 C -3.59919 -2.14225 -3.89385
148 C -3.30474 -1.05073 -2.87305
149 N -4.47083 -0.37435 -2.29269
150 C -5.48549 -1.17824 -1.74335
151 C -5.18566 -1.64515 -0.30122
152 O -6.37474 -2.19054 0.37887
153 C -7.51688 -1.42479 0.69227
154 H -4.71448 -3.19394 -6.34134
155 H -3.11038 -2.80451 -6.57170
156 H -4.26041 -1.63609 -7.11004
157 H -2.66402 -2.64875 -4.13264
158 H -4.24308 -2.95925 -3.56823
159 H -2.75609 -0.20931 -3.29626
160 H -2.70978 -1.35808 -2.01302
161 H -4.90190 0.21228 -2.99280
162 H -5.75824 -2.02992 -2.36652
163 H -6.32589 -0.48891 -1.66179
164 H -4.87981 -0.77747 0.28333
165 H -4.38238 -2.37446 -0.19660
166 H -7.17450 -0.48452 1.12445
167 H -8.16044 -1.93401 1.40963
168 H -8.10227 -1.14386 -0.18323
169 C -2.27394 2.23729 7.12194
170 O -3.16691 1.76708 6.13269
171 C -3.07292 0.35376 5.83424
172 C -4.21226 -0.02952 4.82376
173 N -4.13855 -1.41383 4.58028
174 C -5.05201 -1.88503 3.60420
175 C -4.81808 -3.37126 3.32236
176 O -3.75125 -3.53815 2.41985
177 C -3.57581 -4.97226 2.07212
178 H -2.28726 3.31923 7.25352
179 H -1.24403 1.91395 6.97080
180 H -2.54312 1.74511 8.05650
181 H -3.03186 -0.21227 6.76483
182 H -2.09079 0.31207 5.36332
183 H -4.11301 0.58692 3.93031
184 H -5.15711 0.27237 5.27566
185 H -3.23861 -1.76010 4.27976
186 H -4.95289 -1.30833 2.68459
187 H -6.07570 -1.72159 3.94101
188 H -5.73357 -3.79195 2.90644
189 H -4.53351 -3.81640 4.27576
190 H -4.24431 -5.36198 1.30445
191 H -3.57156 -5.52113 3.01383
192 H -2.58682 -5.19736 1.67296
193 C -1.19183 2.10339 -1.12376
194 O 0.19848 2.24078 -1.38182
195 C 1.04927 1.35108 -0.71395
196 C 1.34820 1.67621 0.69878
197 N 1.99823 0.60572 1.37666
198 C 1.14283 -0.46820 1.90913
199 C 0.10905 -0.10183 2.97064
200 O -1.14608 0.38186 2.49246
201 C -2.02673 -0.46186 1.81978
202 H -1.45020 2.29636 -0.08255
203 H -1.51970 1.11901 -1.45782
204 H -1.73886 2.88413 -1.65224
205 H 2.05409 1.37127 -1.13591
206 H 0.81443 0.30542 -0.91284
207 H 0.48846 1.91131 1.32621
208 H 2.08106 2.48286 0.68030
209 H 2.57177 0.86214 2.16747
210 H 1.93836 -1.06934 2.34944
211 H 0.57577 -1.03647 1.17184
212 H 0.54002 0.63122 3.65255
213 H -0.09075 -0.96643 3.60361
214 H -3.02459 -0.04630 1.67946
215 H -2.11642 -1.48841 2.17507
216 H -1.65885 -0.35261 0.79957
217 O 4.25844 -0.65008 0.36655
218 C 4.05335 -1.22449 -0.94129
219 C 3.77188 -2.73256 -1.01830
220 O 2.50788 -3.07073 -0.49558
221 H 3.40653 -0.33173 0.67399
222 H 3.25507 -0.70090 -1.46731
223 H 4.90988 -1.00193 -1.57762
224 H 4.62512 -3.19691 -0.52386
225 H 3.85836 -3.03305 -2.06248
226 H 2.56953 -3.03113 0.46162
227 O -0.09571 4.92521 4.07753
228 C -1.05690 3.87020 4.28401
229 C -1.71007 3.41119 2.95630
230 O -2.47452 4.47750 2.37045
231 H 0.29424 5.15900 4.92305
232 H -0.65607 3.02004 4.83596
233 H -1.90985 4.18089 4.88737
234 H -2.32873 2.52579 3.10273
235 H -0.99109 3.15192 2.17918
236 H -1.82614 5.08016 1.99896
237 O 5.49350 -2.18426 2.39841
238 C 5.29365 -3.55503 2.38690
239 C 3.92979 -3.98759 2.88896
240 O 2.82217 -3.28348 2.30956
241 H 4.91057 -1.66206 1.84245
242 H 5.47006 -4.05327 1.43362
243 H 6.03574 -3.91766 3.09817
244 H 3.97742 -3.72630 3.94611
245 H 3.79034 -5.05380 2.71051
246 H 2.01253 -3.67657 2.64356

***

3.
Density functional theory data (ωB97M-V/def2-TZVPD) for a molecular structure, C10H34N5O10Sr at a distorted geometry.

Calculated values
- total charge = +1
- gap between HOMO and LUMO (eV) = 7.938
- HOMO (eV) = -11.690

CARTESIAN COORDINATES (ANGSTROEM)
1 Sr 0.35958 1.08205 2.30627
2 C -0.01740 -2.33057 -0.77749
3 C 0.00950 -1.25108 0.33974
4 O 0.78724 -1.31731 1.22912
5 O -0.74783 -0.22150 0.21710
6 H 0.86580 -2.96225 -0.87254
7 H -0.31396 -1.86893 -1.71932
8 H -0.84858 -3.00033 -0.55686
9 C -3.35883 1.36241 -1.91125
10 O -4.43161 1.68642 -2.44752
11 N -3.16266 1.20445 -0.64060
12 N -2.26609 1.11769 -2.64021
13 H -2.26513 1.07169 -0.19685
14 H -3.88070 1.34233 0.05619
15 H -2.50092 1.03137 -3.61873
16 H -1.56247 0.45918 -2.33790
17 C -4.53479 -3.20939 -0.02835
18 O -4.18839 -3.40127 1.12215
19 N -5.46724 -3.85725 -0.65729
20 N -4.01965 -2.29293 -0.87179
21 H -5.87687 -4.73533 -0.37220
22 H -5.75995 -3.49351 -1.55290
23 H -4.23221 -2.51675 -1.83346
24 H -3.07448 -2.06605 -0.59740
25 C 2.39837 4.80551 -3.06065
26 O 2.20811 3.67932 -2.23316
27 C 0.91603 3.24593 -2.21087
28 C 0.63699 2.14315 -1.18097
29 N 1.47152 2.19626 0.01675
30 C 2.69682 1.38944 -0.13775
31 C 3.52072 1.50947 1.14999
32 O 2.86199 1.04196 2.29664
33 C 3.68027 0.99691 3.43946
34 H 3.28031 5.29965 -2.65310
35 H 1.52591 5.45823 -3.09012
36 H 2.58673 4.59169 -4.11274
37 H 0.69859 2.95849 -3.23956
38 H 0.30386 4.10433 -1.93430
39 H 0.79433 1.16286 -1.63084
40 H -0.43117 2.08657 -0.97133
41 H 1.63775 3.18002 0.17384
42 H 3.17183 1.66224 -1.08011
43 H 2.44092 0.34032 -0.28595
44 H 3.69328 2.58566 1.16199
45 H 4.47544 1.00642 0.99654
46 H 4.71499 0.77149 3.18133
47 H 3.25161 0.27074 4.13014
48 H 3.66854 1.96300 3.94408
49 O 2.81043 -3.93943 0.96660
50 H 2.35655 -3.10040 1.04580
51 H 3.35296 -3.99399 1.75332
52 O 0.53527 -5.92228 0.49542
53 H 0.43197 -5.89658 -0.45584
54 H 1.07095 -5.15569 0.69944
55 O -2.20461 0.21545 3.09567
56 H -2.27339 0.37831 2.15494
57 H -3.08179 0.39364 3.43484
58 O 0.55402 -0.73728 4.04807
59 H -0.21676 -0.93297 4.58083
60 H 0.94831 -1.59184 3.87345

***

Question: What is the formula in the third record?
Answer: C10H34N5O10Sr

***

Question: Which of these has the lowest total charge?
Answer: C60H153N9O24

***

Question: Number 3 is which compound?
Answer: C10H34N5O10Sr